a:
C3H5NO2S2 in the gas phase. Source: the OMol25 dataset; level of theory: the ωB97M-V functional and the def2-TZVPD basis.

The geometry in ORCA input format:
```
! wB97M-V def2-TZVPD RIJCOSX def2/J DEFGRID3
* xyz 0 1
C 2.41992 -0.76734 0.35405
C -0.67408 0.76393 -0.32289
C -2.13051 0.18039 -0.22433
H 3.46172 -1.03458 0.06966
H 2.32553 0.01721 1.31717
H 1.91393 -1.78208 0.73480
H -0.11751 -1.16631 -1.00179
H -2.74447 2.00807 0.08883
N 0.21334 -0.22470 -0.33209
O 1.52906 -0.06764 -0.69977
O -3.06902 1.08493 -0.15307
S -0.45817 2.34013 0.09647
S -2.66975 -1.35201 0.07296
*
```

* SMILES: CONC(=S)C(O)=S
* HOMO energy: -0.325 Eh
* LUMO energy: -1.1 eV
* orbital gap: 7.70 eV

b:
C3H5NO2S2 in the gas phase. Source: the OMol25 dataset; level of theory: the ωB97M-V functional and the def2-TZVPD basis.

The geometry in ORCA input format:
```
! wB97M-V def2-TZVPD RIJCOSX def2/J DEFGRID3
* xyz 0 1
C -0.27948 0.03621 -2.49487
C -1.28613 0.59253 -0.37046
C 1.22599 -0.71525 1.12643
H 0.84869 0.10809 -2.48555
H -0.63148 0.44700 -3.47896
H -0.66196 -0.99421 -2.33791
H 0.72626 -1.60693 -0.63862
H 0.68309 -0.25404 1.95574
N 0.52850 -0.83029 -0.01416
O -0.82220 0.91844 -1.55816
O -0.81661 -0.62581 0.18225
S -2.12545 1.61146 0.51260
S 2.78071 -1.21833 1.27022
*
```

* SMILES: COC(=S)ONC=S
* HOMO energy: -0.332 Eh
* LUMO energy: 0.1 eV
* orbital gap: 9.10 eV

c:
2 unconnected molecules or ions with the total composition C3H5NO2S2. Source: the OMol25 dataset; level of theory: the ωB97M-V functional and the def2-TZVPD basis.

The geometry in ORCA input format:
```
! wB97M-V def2-TZVPD RIJCOSX def2/J DEFGRID3
* xyz 0 1
C -1.22486 0.57746 -0.90822
C 0.49389 -1.42801 -0.21935
C 1.76362 -0.67608 -0.02226
H -2.05459 1.68731 1.89423
H -2.06193 1.07853 -1.61242
H 0.55518 -2.53905 -0.37380
H -0.10392 -1.01060 0.61912
H 0.90301 0.73666 0.93141
N -1.19538 0.86849 0.33016
O -1.86458 2.19212 0.62121
O 1.76299 0.38990 0.80493
S -0.25422 -0.59229 -1.71070
S 3.28079 -1.28445 -0.35431
*
```

* HOMO energy: -0.318 Eh
* LUMO energy: -0.5 eV
* orbital gap: 8.20 eV

Decreasing stability: b, a, c

a:
C18H22N4O5S in the gas phase. Source: the OMol25 dataset; level of theory: the ωB97M-V functional and the def2-TZVPD basis.

The geometry in ORCA input format:
```
! wB97M-V def2-TZVPD RIJCOSX def2/J DEFGRID3
* xyz 0 1
C -1.50269 4.27112 0.30668
C -0.36255 3.41705 -0.22646
H -0.37864 3.40405 -1.32048
H 0.60430 3.78228 0.12728
O -0.44394 2.06946 0.25161
C -1.28660 1.25228 -0.40592
O -1.92158 1.61481 -1.37060
C -1.35015 -0.12245 0.10210
C -0.84130 -0.63039 1.24596
N -1.02037 -1.95606 1.54247
C -1.93524 -2.79345 0.91619
O -2.17224 -3.89930 1.34174
N -2.55054 -2.23424 -0.15084
H -3.19722 -2.83212 -0.64254
C -2.07963 -1.05992 -0.85039
C -1.13443 -1.40500 -1.99022
C -1.24612 -0.75161 -3.20798
C -0.34307 -1.04058 -4.22162
C 0.67074 -1.97400 -4.04723
C 0.77152 -2.62759 -2.83379
C -0.12243 -2.34386 -1.81352
H -0.03506 -2.86640 -0.87239
H 1.54769 -3.36090 -2.67953
H 1.35277 -2.17421 -4.85900
N -0.46490 -0.36176 -5.49094
O -1.45279 0.31268 -5.67710
O 0.43067 -0.51432 -6.29416
H -2.01030 -0.00683 -3.37148
H -2.94412 -0.52801 -1.26472
H -0.57526 -2.30906 2.37911
C -0.07811 0.09691 2.31927
N 1.14338 -0.64399 2.61258
C 1.78079 -0.26016 3.85740
C 2.41879 1.12738 3.85542
H 2.87781 1.34128 4.81828
H 1.69213 1.90639 3.62167
S 3.76104 1.20978 2.62492
C 2.76822 0.65621 1.20027
C 2.08317 -0.67376 1.50431
H 1.54620 -1.00605 0.61081
H 2.84632 -1.41938 1.74746
H 3.46443 0.54650 0.37149
H 2.04382 1.43422 0.95878
H 1.03297 -0.31195 4.65485
H 2.55618 -1.00352 4.06690
H 0.08819 1.13539 2.02611
H -0.69000 0.08979 3.22895
H -1.51797 4.24980 1.39409
H -2.45159 3.89705 -0.06905
H -1.37231 5.29641 -0.02675
*
```

* SMILES: CCOC(=O)C1=C(CN2CCSCC2)NC(=O)N[C@@H]1c1cccc([N+](=O)[O-])c1
* HOMO energy: -0.317 Eh
* LUMO energy: -0.5 eV
* orbital gap: 8.15 eV

b:
C18H22N4O5S in the gas phase. Source: the OMol25 dataset; level of theory: the ωB97M-V functional and the def2-TZVPD basis.

The geometry in ORCA input format:
```
! wB97M-V def2-TZVPD RIJCOSX def2/J DEFGRID3
* xyz 0 1
C -0.49970 -3.14568 -1.49797
C 0.32223 -1.93619 -1.91837
H 0.62144 -2.00666 -2.96590
H -0.24860 -1.01511 -1.76061
O 1.55282 -1.85279 -1.19883
C 1.47534 -1.33517 0.04202
O 0.43997 -0.97491 0.56204
N 2.68007 -1.27924 0.65365
C 2.81251 -0.58547 1.91343
H 3.39308 -1.21349 2.59545
H 1.81433 -0.43645 2.32678
C 3.50383 0.78075 1.68630
N 4.30905 0.71165 0.48568
C 4.30867 1.53002 -0.59079
O 5.02020 1.31355 -1.55276
C 3.38703 2.74251 -0.60232
H 3.88022 3.52981 -1.17152
H 3.05477 3.11007 0.36204
S 1.90265 2.29996 -1.58766
C 0.78199 1.99327 -0.31508
N 0.91842 2.24758 0.95307
N -0.21376 1.82328 1.54964
C -0.97207 1.33522 0.62947
O -0.40315 1.42586 -0.59585
C -2.28840 0.67853 0.81058
O -3.22636 1.31345 -0.02761
C -4.50607 0.83531 -0.04292
C -4.96358 -0.23797 0.71095
C -6.28928 -0.63031 0.61029
C -7.16264 0.03278 -0.23047
C -6.70428 1.10389 -0.98228
C -5.38766 1.50429 -0.89213
H -5.01247 2.33504 -1.46853
H -7.37765 1.62995 -1.64240
H -8.19318 -0.28001 -0.30072
H -6.63591 -1.46560 1.20089
H -4.30491 -0.77244 1.37730
H -2.17152 -0.38217 0.54509
H -2.56168 0.76525 1.86918
C 4.98509 -0.56458 0.35923
H 5.73104 -0.48956 -0.43206
C 3.93028 -1.62686 0.00535
H 4.25941 -2.61976 0.33384
H 3.76583 -1.64905 -1.07218
H 5.47988 -0.79252 1.30616
H 2.74272 1.55513 1.60731
H 4.15368 1.01029 2.53955
H -1.40321 -3.19731 -2.09887
H 0.07479 -4.05826 -1.63788
H -0.77527 -3.05989 -0.44958
*
```

* SMILES: CCOC(=O)N1CCN(C(=O)CSc2nnc(COc3ccccc3)o2)CC1
* HOMO energy: -0.321 Eh
* LUMO energy: 0.7 eV
* orbital gap: 9.46 eV

Decreasing stability: b, a

a:
C3H7PS in the gas phase. Source: the OMol25 dataset; level of theory: the ωB97M-V functional and the def2-TZVPD basis.

The geometry in ORCA input format:
```
! wB97M-V def2-TZVPD RIJCOSX def2/J DEFGRID3
* xyz 0 1
C -0.71999 0.09470 0.16876
C 0.38035 -0.19729 -1.20261
C -0.10109 0.72546 1.36597
P -2.19706 -1.01285 0.39780
S -2.27584 0.86517 -0.54770
H -0.17972 -0.15292 -2.09011
H 0.51242 -1.23667 -1.01923
H 1.29436 0.46240 -1.00976
H -0.84752 0.65796 2.19113
H 0.36003 1.71629 1.14004
H 0.86755 0.19473 1.76342
H -1.84763 -1.58506 -0.87638
*
```

* SMILES: CC1(C)PS1
* HOMO energy: -0.316 Eh
* LUMO energy: 0.7 eV
* orbital gap: 9.32 eV

b:
2 unconnected molecules or ions with the total composition C3H7PS. Source: the OMol25 dataset; level of theory: the ωB97M-V functional and the def2-TZVPD basis.

The geometry in ORCA input format:
```
! wB97M-V def2-TZVPD RIJCOSX def2/J DEFGRID3
* xyz 0 1
C -0.28989 -0.90715 1.37119
C 1.02500 0.64203 -0.29415
C -0.24756 -0.07166 0.13405
P -1.50091 -0.33371 -1.13909
S 1.05796 -1.18010 2.18693
H -1.25602 -1.46347 1.66036
H 1.54161 0.24381 -1.18164
H 0.82826 1.64041 -0.40625
H 1.68281 0.55112 0.46093
H -1.05047 1.33008 1.10215
H -0.73449 -1.14881 -1.79382
H -1.05633 0.69741 -2.10067
*
```

* HOMO energy (alpha / beta): -0.322 / -0.322 Eh
* LUMO energy (alpha / beta): -1.2 / -1.2 eV
* orbital gap (alpha / beta): 7.62 / 7.62 eV

c:
2 unconnected molecules or ions with the total composition C3H7PS. Source: the OMol25 dataset; level of theory: the ωB97M-V functional and the def2-TZVPD basis.

The geometry in ORCA input format:
```
! wB97M-V def2-TZVPD RIJCOSX def2/J DEFGRID3
* xyz 0 1
C -1.23463 1.64933 -0.28833
C 1.84474 -1.19988 -1.18388
C -0.66970 0.88949 0.56010
P -1.58892 -0.40296 1.45661
S -2.00065 2.68346 -1.20475
H 2.74654 -1.23903 -0.57807
H 1.90383 -0.41766 -1.94823
H 1.73588 -2.36776 -1.50709
H 0.99185 -1.01507 -0.59399
H 0.33332 0.94807 0.68675
H -2.60892 -0.75309 0.59592
H -2.43146 0.64824 2.03109
*
```

* SMILES: PC=C=S.C
* HOMO energy: -0.322 Eh
* LUMO energy: -0.3 eV
* orbital gap: 8.49 eV

d:
2 unconnected molecules or ions with the total composition C3H7PS. Source: the OMol25 dataset; level of theory: the ωB97M-V functional and the def2-TZVPD basis.

The geometry in ORCA input format:
```
! wB97M-V def2-TZVPD RIJCOSX def2/J DEFGRID3
* xyz 0 1
C -1.45374 -1.26867 0.21273
C -0.52480 -0.28761 -0.28071
C 0.28803 0.48352 0.51382
P 1.08543 2.00039 -0.17864
S 2.52276 -1.26807 -0.12033
H -1.90543 -2.03035 -0.37252
H -1.74054 -1.19036 1.25387
H -0.41509 -0.25360 -1.38082
H 0.26293 0.45709 1.61043
H 0.97935 1.44939 -1.51231
H 2.56231 1.76881 -0.19664
H 2.08476 -2.25182 -1.02524
*
```

* HOMO energy (alpha / beta): -0.294 / -0.339 Eh
* LUMO energy (alpha / beta): -1.8 / -1.0 eV
* orbital gap (alpha / beta): 6.19 / 8.25 eV

Decreasing stability: a, c, d, b

a:
C8H12 in the gas phase. Source: the OMol25 dataset; level of theory: the ωB97M-V functional and the def2-TZVPD basis.

The geometry in ORCA input format:
```
! wB97M-V def2-TZVPD RIJCOSX def2/J DEFGRID3
* xyz 0 1
C 1.22356 -3.83963 0.11266
C -1.51622 3.17508 0.42351
C 0.65568 -2.72344 0.71477
C -0.76730 2.00847 0.78047
C 0.26208 -1.46625 0.00486
C -0.12084 -0.32849 0.62436
C 0.47919 1.28600 -1.32539
C -0.52661 0.88043 -0.18808
H 1.42617 -4.74598 0.67108
H 1.45059 -3.87465 -0.92121
H -1.97664 3.48367 -0.53544
H -1.36751 3.95520 1.16316
H 0.40376 -2.77579 1.74708
H -0.36689 1.98188 1.80621
H 0.27331 -1.44106 -1.07031
H -0.23007 -0.34338 1.73570
H 0.68719 0.51162 -2.11122
H 1.45202 1.50833 -0.89129
H 0.06687 2.13936 -2.04886
H -1.50836 0.60864 -0.69206
*
```

* SMILES: C=C/C=C/[C@H](C)C=C
* HOMO energy: -0.314 Eh
* LUMO energy: 0.8 eV
* orbital gap: 9.30 eV

b:
A molecular structure, C8H12. Source: the OMol25 dataset; level of theory: the ωB97M-V functional and the def2-TZVPD basis.

The geometry in ORCA input format:
```
! wB97M-V def2-TZVPD RIJCOSX def2/J DEFGRID3
* xyz 0 1
C -0.29234 1.68778 -0.98400
C -0.25135 0.42435 0.14310
C -1.54951 0.20843 0.85454
C -1.74144 -0.90768 -0.28170
C -0.28059 -0.99668 -0.22232
C 1.27509 -1.01472 -0.70623
C 1.94049 -0.32304 0.14861
C 1.11525 0.52956 0.97957
H -0.58315 2.56887 -0.48931
H -0.70869 1.20863 -1.93080
H 0.96910 1.96220 -1.04178
H -2.15273 1.15332 0.95739
H -1.67071 -0.43393 1.76121
H -2.20800 -0.51521 -1.26790
H -2.02430 -1.86924 -0.04628
H -0.53994 -1.63045 0.70595
H 1.82015 -1.44750 -1.57729
H 2.99788 -0.48660 0.31850
H 1.62738 1.53401 0.97212
H 1.17938 0.30779 2.04878
*
```

* HOMO energy: -0.325 Eh
* LUMO energy: 1.0 eV
* orbital gap: 9.85 eV

c:
C8H12 in the gas phase. Source: the OMol25 dataset; level of theory: the ωB97M-V functional and the def2-TZVPD basis.

The geometry in ORCA input format:
```
! wB97M-V def2-TZVPD RIJCOSX def2/J DEFGRID3
* xyz 0 1
C 1.62442 1.05719 -1.21174
C 1.67693 0.28826 0.07610
C 2.77539 0.29211 0.82152
C 0.59238 -1.70270 1.04097
C 0.47955 -0.53564 0.40225
C -0.82839 0.11952 0.15587
C -1.95302 -0.48609 -0.20185
C -3.28050 0.19578 -0.26716
H 1.01873 0.52641 -1.94895
H 2.60786 1.29730 -1.60386
H 1.11366 2.02344 -1.10325
H 3.65714 0.84960 0.53145
H 2.85065 -0.27752 1.74192
H 1.57056 -2.09741 1.28124
H -0.24925 -2.36605 1.19242
H -0.76086 1.20576 0.18142
H -1.92518 -1.56531 -0.30650
H -4.04780 -0.41860 0.20324
H -3.60130 0.46084 -1.27839
H -3.32098 1.13311 0.29330
*
```

* SMILES: C=C(C)C(=C)/C=C/C
* HOMO energy: -0.310 Eh
* LUMO energy: 1.0 eV
* orbital gap: 9.43 eV

d:
A molecular structure, C8H12. Source: the OMol25 dataset; level of theory: the ωB97M-V functional and the def2-TZVPD basis.

The geometry in ORCA input format:
```
! wB97M-V def2-TZVPD RIJCOSX def2/J DEFGRID3
* xyz 0 1
C 1.67034 1.08163 0.02525
C 1.50097 0.03829 1.32417
C 0.12131 -0.35606 1.03294
C -0.60827 0.76825 0.20154
C -2.00153 0.13554 -0.37625
C -1.29793 -1.17752 -1.02593
C 0.14915 -0.99550 -0.49285
C 0.50396 0.45571 -0.70859
H 1.39954 2.10916 0.22937
H 2.83908 1.14432 -0.22187
H 1.56625 0.67159 2.08145
H 2.13557 -0.95472 1.35659
H -0.18028 -0.96754 1.91937
H -0.81038 1.46495 0.83596
H -2.61162 -0.07937 0.45124
H -2.57279 0.91939 -1.08295
H -1.35448 -1.22267 -2.17801
H -1.77822 -2.08777 -0.82310
H 0.90187 -1.70155 -0.80806
H 0.23744 1.00218 -1.64157
*
```

* HOMO energy: -0.358 Eh
* LUMO energy: 1.2 eV
* orbital gap: 10.94 eV

Decreasing stability: c, a, d, b